Here is an isolated ion of composition C5H10N and charge +1 in a non-equilibrium geometry from the Open Molecules 2025 dataset. Energies are from ωB97M-V with the def2-TZVPD basis set.

Structure (ORCA input):
```
! wB97M-V def2-TZVPD RIJCOSX def2/J DEFGRID3
* xyz 1 1
N -1.5254 0.7521 0.7017
C 0.2530 -1.2525 0.5005
H 1.7630 1.3287 0.4930
H -1.6392 1.2519 1.5697
H 1.9766 -1.3728 -0.7567
C 0.5193 0.2719 -1.0271
C 0.7580 1.2537 0.1239
H -0.0295 0.4921 -1.9359
H 0.6117 -1.5293 1.4655
H -0.5055 -2.0290 0.4618
H -1.9614 -0.1134 0.8400
H 0.5730 -1.6556 -1.7572
C 0.9664 -1.2201 -0.8835
C -0.2586 0.1536 0.2908
H 0.2576 2.2012 -0.1011
H -1.7589 1.4675 0.0146
*
```

Values from the calculation:
Lowest unoccupied orbital energy, eV: -3.66
ΔE to the lowest compared entry with this formula, charge and spin, eV: 2.898
Structure (SMILES): [NH3+][C@@]12CC[C@@H]1C2
DFT total energy, Eh: -250.89880
Maximum force, eV/Å: 3.69

Here are the Mulliken charges for atoms 1 to 5, given in e: -0.1404 -0.8835 0.2829 0.3110 0.3170

---

Here is one molecule with the formula C32H44N4O5 from the Open Molecules 2025 dataset. Energies are from ωB97M-V with the def2-TZVPD basis set.

Structure (ORCA input):
```
! wB97M-V def2-TZVPD RIJCOSX def2/J DEFGRID3
* xyz 0 1
H -4.4220 2.0315 1.9210
C 1.5091 -1.6345 -2.0798
C 5.8212 -4.3289 1.1003
H -1.0337 -3.4387 -2.8623
C 4.9426 -3.4190 0.5321
H -1.5733 6.1594 -1.0050
H -1.9144 7.6590 -0.1300
H -1.2019 6.6182 1.9953
H 0.1233 3.1940 -0.3321
H 2.2746 -0.9598 -2.4775
N 0.5362 1.1721 -0.1821
O -0.2099 -0.2740 -2.7313
H 1.8226 2.7562 -0.0173
N 3.1620 -2.8647 -0.9426
H 4.7921 -7.1174 -0.5087
H -0.0229 4.3752 3.0601
C 0.8825 -1.0268 -0.8191
H 3.2255 -5.4993 -1.5194
H -0.2690 2.1236 2.0714
H -3.4597 -0.2507 2.2447
C 4.8326 -6.0788 -0.2173
C 0.2080 4.2358 1.9898
H -2.4904 4.6198 2.5033
C -4.0036 0.0031 1.3284
H -4.1815 4.1326 0.7561
H -3.6412 6.4991 1.2072
H 0.0853 6.5083 0.7726
H 7.1290 -2.0111 1.6310
H 1.4278 2.4925 2.3010
C -5.8460 1.4666 0.3934
C -2.1717 4.1952 1.5320
H -2.9117 4.0686 -0.4769
C -3.2090 4.5340 0.4652
H 0.5154 -1.6726 -4.0959
N -0.8719 4.7052 1.1379
H -4.3576 7.4819 -0.9555
C -4.7598 -1.2303 0.8236
C 4.0084 -3.8444 -0.4126
C -1.6678 0.3451 0.6427
H 4.9606 -2.3747 0.8054
O 1.7566 -4.0212 -2.3404
H 0.7782 -1.7452 -0.0031
C 0.2812 -1.5707 -3.0411
C 0.5409 2.7655 1.7293
C -0.7879 0.7177 -0.5634
C 5.7609 -5.6707 0.7166
C -4.2951 6.4031 -0.8332
C -0.8085 -2.4626 -2.4855
H -6.1767 -1.7997 -0.6906
H 7.6780 -2.6704 3.1913
H -4.0489 -2.0233 0.5841
C -1.9034 6.5707 -0.0494
C -3.3023 6.0461 0.2680
H -1.2742 1.4757 -1.1870
H -7.1967 0.4585 -0.9538
C -1.3287 -1.8013 -1.4575
H -6.5587 2.2522 0.6522
H -5.6246 0.8490 2.4399
O -1.2016 -0.0072 1.7045
H 1.0910 4.8369 1.7570
H 5.9484 -2.3356 2.9319
H -4.9908 -0.6221 -1.2382
C -0.9143 6.1519 1.0343
H -3.9840 5.9689 -1.7811
C 0.7835 2.5312 0.2342
H -7.2770 -0.1032 0.7172
H 3.3314 -1.9275 -0.5898
C -6.5969 0.2227 -0.0727
H -3.2950 0.6769 -0.5400
H -2.1034 3.1117 1.6454
H 6.4515 -6.3652 1.1669
C -4.9810 1.1473 1.6106
C 2.1381 -2.9944 -1.8247
C -5.6229 -0.9073 -0.3935
C -0.4924 -0.5450 -1.3627
C 1.5109 0.2511 -0.2985
O 2.6917 0.4042 -0.0606
H -5.3986 -1.5920 1.6314
C 6.8729 -2.6809 2.4582
H -5.2868 6.0266 -0.5916
O 6.7670 -4.0167 2.0287
C 3.9495 -5.1783 -0.7909
H -5.2236 1.8472 -0.4199
N -2.9839 0.4162 0.3817
H -2.0799 -2.0975 -0.7539
*
```

Values from the calculation:
Lowest unoccupied orbital energy, eV: 0.57
ΔE to the lowest compared entry with this formula, charge and spin, eV: 0.037
Structure (SMILES): COc1cccc(NC(=O)[C@@H]2[C@H]3C(=O)N(CCCN4CCC(C)CC4)[C@H](C(=O)NC4CCCCC4)[C@]34C=C[C@H]2O4)c1
DFT total energy, Eh: -1841.05464
Maximum force, eV/Å: 0.74

Here are the Mulliken charges for atoms 1 to 5, given in e: 0.2555 -0.4022 0.4513 0.5120 -0.0645

---

Here is one molecule with the formula C4H5NO in a non-equilibrium geometry from the Open Molecules 2025 dataset. Energies are from ωB97M-V with the def2-TZVPD basis set.

Structure (ORCA input):
```
! wB97M-V def2-TZVPD RIJCOSX def2/J DEFGRID3
* xyz 0 1
H -1.9448 -1.6247 0.2048
C -1.6378 -0.6205 0.4457
H -0.4815 0.7126 -0.9108
C 0.1830 1.0668 -0.0597
C 1.7785 -0.3425 -0.2590
C -0.3590 -0.2685 0.3431
N 1.6132 0.9122 -0.2627
O 0.6800 -1.1267 -0.0048
H -2.3815 0.1416 0.6716
H 2.6935 -0.8923 -0.4707
H -0.1436 2.0420 0.3025
*
```

Values from the calculation:
Lowest unoccupied orbital energy, eV: 0.88
ΔE to the lowest compared entry with this formula, charge and spin, eV: 2.468
Structure (SMILES): C=C1CN=CO1
DFT total energy, Eh: -285.32387
Maximum force, eV/Å: 3.16

Here are the Mulliken charges for atoms 1 to 5, given in e: 0.2701 -0.8819 0.2238 -0.3337 0.1085

---

Here is C5H5NO2 as an isolated structure in a non-equilibrium geometry from the Open Molecules 2025 dataset. Energies are from ωB97M-V with the def2-TZVPD basis set.

Structure (ORCA input):
```
! wB97M-V def2-TZVPD RIJCOSX def2/J DEFGRID3
* xyz 0 1
C 0.8115 0.9157 -0.6504
C 0.5471 -0.5907 -0.8896
O -0.6325 -0.0991 -1.4883
C -0.7638 0.8325 -0.3672
O 1.6667 1.6904 -0.9827
H -1.5617 1.5590 -0.5818
H -1.8329 -0.2546 1.3353
H 1.0390 0.4794 1.4767
N 0.3525 -0.2071 1.6570
H 1.1625 -1.1204 -1.5894
C -0.8744 -0.0262 0.8506
C 0.0893 -1.0707 0.5284
H -0.0033 -2.1082 0.7012
*
```

Values from the calculation:
Lowest unoccupied orbital energy, eV: 0.98
ΔE to the lowest compared entry with this formula, charge and spin, eV: 3.886
DFT total energy, Eh: -398.63565
Maximum force, eV/Å: 1.90

Here are the Mulliken charges for atoms 1 to 5, given in e: -0.1636 0.1977 -0.4072 0.1239 -0.5414

---

Here is C25H28BrF4FeN5PSe as an isolated structure from the Open Molecules 2025 dataset. Energies are from ωB97M-V with the def2-TZVPD basis set.

Structure (ORCA input):
```
! wB97M-V def2-TZVPD RIJCOSX def2/J DEFGRID3
* xyz 1 1
H -0.8544 -0.4997 2.3912
H -3.9350 -1.1504 0.0756
C 3.5383 -1.8168 1.5557
H 2.8962 -2.6159 -1.6712
H -0.1300 -3.9473 0.7885
N 2.1736 3.8685 -0.3269
C 0.2436 -1.5926 -2.4026
H 4.2995 -3.1745 3.0264
C 4.0237 -4.1308 1.1252
C 5.4198 2.7130 2.1838
C 3.1311 -1.6248 0.2336
H -1.5937 -2.6070 -2.0403
F 7.0824 1.7270 0.8541
H -2.4207 0.3563 1.0732
N -0.2513 -0.2400 -2.0941
H 3.6766 -4.7841 -0.8865
C 4.8541 1.0300 0.5986
H 1.1769 -2.8912 0.2705
C 3.1439 1.9359 1.9479
C -2.0963 -2.2737 0.2499
H 4.3759 -5.0953 1.4654
N -0.6972 -2.1473 -0.2015
C 3.9794 -3.0544 1.9994
C 0.1810 -2.8989 0.7025
C 2.3500 1.4195 -2.5937
H 0.3103 0.4670 -2.5606
H 1.2716 -1.6361 -2.0537
C 4.3206 -0.0278 -3.8747
H -0.5525 -2.6516 2.7420
H 5.0988 -0.5969 -4.3658
Fe -0.1241 -0.0715 -0.0536
H 1.1668 -2.4521 2.5394
C 3.1891 -2.7155 -0.6358
H 0.7210 -0.2710 2.5214
C 3.9612 -0.3495 -2.5766
H 4.0008 1.2828 -5.5447
H -2.9460 -1.1470 -1.3710
F 5.3392 0.1678 -0.2958
H 4.4779 -1.1599 -2.0916
C 3.4899 1.0740 0.8911
H -2.5288 -3.2324 -0.0537
H -2.5681 0.9079 -0.4177
N -2.1999 0.1174 0.1084
H -0.1935 -3.5950 -1.6942
H 1.5910 2.0149 -2.1075
P 2.3943 0.0068 -0.1899
H 2.2408 2.5883 -4.3791
C -2.9046 -1.1186 -0.2810
F 6.3057 3.4883 2.7823
Br 1.4487 2.1047 2.7454
C 2.9606 0.3669 -1.9093
C -0.5886 -2.5792 -1.6156
H -1.1992 -0.1124 -2.4393
C 0.2062 -2.2371 2.0782
C 3.7055 1.0259 -4.5362
F 3.7532 3.5728 3.5407
C 4.0894 2.7451 2.5574
Se -0.4236 2.3853 -0.3006
C 3.6310 -3.9548 -0.1927
C 2.7200 1.7511 -3.8893
C 5.8081 1.8256 1.2062
H -2.1162 -2.2573 1.3400
C 1.1574 3.3214 -0.2964
H 0.2461 -1.8197 -3.4707
H 3.5303 -0.9840 2.2508
N 0.0299 -0.7648 1.9681
*
```

Values from the calculation:
Lowest unoccupied orbital energy, eV: -2.54
DFT total energy, Eh: -8223.00725
Maximum force, eV/Å: 0.60

Here are the Mulliken charges for atoms 1 to 5, given in e: 0.3172 0.5307 -0.9238 0.3610 0.5482

---

> Which value of maximum force does entry 3 give?

3.16 eV/Å